(1)
Entry from the Open Molecules 2025 dataset: one molecule with the formula H3OPS at a distorted geometry (wB97M-V/def2-TZVPD).

Atoms and positions in Å:
P: 0.44578 -0.19982 -0.13436
S: -1.64426 0.03300 0.11171
H: -1.21311 1.25559 0.80688
H: 0.27889 -0.59954 -1.52852
H: 0.80558 -1.40502 0.62541
O: 1.32711 0.91579 0.11888

Output
total energy: -816.56944 hartree
frontier orbital gap: 10.620 eV
SMILES: O=[PH2]S
ΔE to the lowest compared entry with this formula, charge and spin: 33.9 kJ/mol

Formally, the Mulliken partial charges of the atoms, in units of the elementary charge, are as follows: 0.41 -0.29 0.22 0.07 0.11 -0.52


(2)
Entry from the Open Molecules 2025 dataset: C32H37ClFN5O6S2Sb2Ti as an isolated structure at a distorted geometry (wB97M-V/def2-TZVPD).

Atoms and positions in Å:
H: -1.39683 -3.29932 0.19629
H: -2.10993 -3.00448 -1.42231
C: 3.95242 -0.05723 2.78872
H: -0.35092 -2.86726 -1.17725
C: 5.90855 -1.28934 2.05944
O: -2.18447 1.29822 2.18421
C: 4.72611 -1.12712 2.89081
O: -3.39048 2.00229 0.45821
H: 0.32774 1.85741 -1.19817
H: 1.08211 -1.81324 1.09528
H: -1.82396 1.07858 -2.27236
C: -3.10718 -1.67943 -3.68786
C: 2.38650 -2.14540 -3.75423
C: -3.01374 -2.57239 -4.74307
N: -0.51264 2.65248 0.51223
H: 2.94913 1.80272 -2.55713
C: 5.27165 0.89446 0.99324
H: -3.83102 -3.25032 -4.95818
C: -1.32952 -2.70802 -0.71750
C: -3.24853 1.78575 1.75317
H: -0.19878 -4.58383 5.02200
S: -1.07043 1.35588 4.94863
H: 1.58763 -2.86019 -3.97149
H: -4.01081 -1.66590 -3.08072
C: -0.54326 5.10076 -0.84278
C: -3.64003 -1.17219 0.50329
O: 5.50920 1.74555 0.15423
Sb: -1.66935 -0.66394 -0.19588
C: 3.17752 0.81775 -2.97460
H: -4.24834 2.47746 0.39282
H: 3.50444 2.81439 2.64042
C: 0.14021 -1.83897 3.02306
H: -4.32215 -0.32969 0.41957
H: 4.14307 0.49023 -2.57770
C: 1.02939 -3.79319 1.95061
C: 0.77172 -2.42818 1.93037
H: 3.53133 2.62910 0.88154
C: -0.67971 -0.16852 4.36283
H: 2.73490 -1.68749 -4.68649
H: -1.21708 3.69345 2.14878
O: 6.69788 -2.20137 2.10367
C: 0.24582 0.14744 -3.93430
C: 3.32894 2.12868 1.81953
S: -0.87245 -1.60494 5.36430
H: -3.98338 2.97530 3.32420
Sb: 1.65820 -0.60288 -2.44811
C: 0.06322 -3.98957 4.15224
H: -0.07510 1.14728 -3.63002
H: -4.01132 -2.00276 -0.09157
C: -0.06350 3.94937 -1.43682
O: 1.06728 2.18114 2.63987
H: -5.86625 3.60011 2.26210
N: -5.47704 2.76791 1.84433
F: 4.45819 -2.09272 3.76267
H: -3.35445 0.24642 -1.99867
H: -1.76951 -3.26837 -6.35408
Cl: 0.53476 3.97434 -3.06256
H: -4.67110 1.38107 3.27036
H: 3.08056 0.05721 3.42211
H: 0.85844 0.24284 -4.83278
H: 3.21779 -2.67461 -3.27609
H: 1.52622 -4.25400 1.10295
C: -2.07801 -0.78745 -3.36387
C: -0.91779 -0.78159 -4.16664
C: -2.28730 0.09847 -2.15732
H: -3.56676 -1.48039 1.54722
O: 1.52948 0.78295 1.00205
H: -0.56586 6.03848 -1.38576
C: -0.05616 2.76067 -0.74282
C: 0.66836 -4.57470 3.04784
C: -0.18709 -2.62231 4.13056
N: 4.20313 0.95854 1.87150
N: 6.05520 -0.23391 1.15063
N: -0.18051 -0.47388 3.14592
H: -6.22772 2.10094 1.74725
Ti: -0.40817 1.02359 1.72530
C: 1.89504 1.68156 1.83256
H: 6.85006 -0.29106 0.53946
H: 0.04246 -1.67274 -5.86260
C: -1.86594 -2.58015 -5.52237
H: -1.31832 5.88592 0.99404
C: -0.93258 3.78551 1.11274
H: 3.23440 0.88357 -4.06375
C: -0.84474 -1.68719 -5.23436
C: -4.37563 2.22158 2.64547
H: 0.87390 -5.64118 3.04660
C: -0.96709 5.00603 0.46496

Output
total energy: -4653.34074 hartree
spin multiplicity: 3
frontier orbital gap (alpha / beta): 5.293 / 6.902 eV
<S²>: 2.018
ΔE to the lowest compared entry with this formula, charge and spin: 195.7 kJ/mol

Formally, the Mulliken partial charges of the atoms, in units of the elementary charge, are as follows: 0.49 0.57 -0.24 0.27 0.19 -0.43 0.46 -0.36 0.90 0.89 0.48 -0.55 -1.31 -0.72 0.55 0.32 0.45 0.40 -1.38 0.18 0.41 -0.46 0.38 0.35 -0.22 -1.55 -0.65 0.82 -1.29 0.42 0.22 -0.96 0.37 0.37 -1.18 -0.33 0.37 0.22 0.36 0.70 -0.61 -1.31 -1.40 -0.32 0.38 0.49 -0.48 0.36 0.52 -0.24 -0.69 0.21 -0.61 -0.36 0.77 0.39 -0.21 0.31 0.58 0.74 0.35 0.48 0.59 0.65 -1.47 0.39 -0.05 0.49 -0.89 -0.62 0.99 0.23 -0.04 0.99 0.21 0.10 1.26 0.23 0.38 -0.70 0.46 -0.56 0.47 -0.65 -0.48 0.41 -1.26


(3)
Entry from the Open Molecules 2025 dataset: a 8-piece molecular cluster, C7H27NO7 overall at a distorted geometry (wB97M-V/def2-TZVPD).

Atoms and positions in Å:
H: 0.73295 1.90739 3.07780
N: -1.48093 -0.20274 0.40565
C: 2.24088 1.08455 -3.02372
H: -2.17247 2.18662 0.03616
O: -3.91245 -1.31663 0.16333
C: -1.52460 2.64254 -0.75035
H: 4.34881 -1.62002 1.05683
C: -0.14790 1.54185 -2.61356
C: -0.75993 3.88774 -0.30581
H: -0.15815 -0.65870 -1.14364
H: 2.44898 2.12057 -2.94395
H: -1.04492 -0.78756 1.10747
C: 0.96971 0.66247 -2.97374
H: -0.01342 -3.54597 2.62080
H: -0.36531 4.37844 -1.19893
H: 1.07089 -2.64947 -0.32635
H: -2.57798 -3.36242 0.55540
O: 3.51248 -1.88554 0.62863
C: -0.79416 1.42610 -1.22575
H: 1.05609 -3.17058 3.61591
O: 0.36320 -3.20363 -0.65490
H: 0.63106 -3.88393 -1.27516
H: -1.03684 -3.91996 0.14956
H: 0.21142 3.57823 0.10391
H: 1.77856 -0.10140 3.18339
H: 0.15592 3.45307 3.57508
H: 1.99704 -0.27052 1.67150
H: -1.41995 4.43491 0.38916
H: -3.14930 -1.41818 -0.40933
C: -0.71531 0.19148 -0.70725
H: -2.13018 2.85780 -1.67172
H: 3.77480 -2.81222 0.55496
H: -3.69140 -1.65159 1.03171
H: 3.03315 0.49432 -3.44521
O: 0.59481 2.62195 3.67651
O: 0.93712 -3.40911 2.69221
O: 1.69696 0.38989 2.35482
O: -1.87743 -4.01545 0.61066
H: -1.01008 1.30944 -3.24721
H: -2.22628 0.41169 0.75510
H: 0.00696 2.62794 -2.85339
H: 0.64719 -0.32335 -3.24657

Output
total energy: -864.23645 hartree
frontier orbital gap: 7.618 eV
SMILES: C=CC/C(=C/N)CC.O.O.O.O.O.O.O
ΔE to the lowest compared entry with this formula, charge and spin: 123.4 kJ/mol

Formally, the Mulliken partial charges of the atoms, in units of the elementary charge, are as follows: 0.42 -0.24 -1.06 0.18 -0.65 -0.57 0.27 -0.92 -1.18 0.16 0.31 0.13 -0.11 0.31 0.32 0.29 0.27 -0.56 0.50 0.29 -0.64 0.27 0.39 0.34 0.29 0.30 0.27 0.35 0.30 -0.17 0.36 0.29 0.29 0.30 -0.66 -0.59 -0.63 -0.64 0.29 0.24 0.43 0.45


(4)
Entry from the Open Molecules 2025 dataset: one molecule with the formula CH3I2NO at a distorted geometry (wB97M-V/def2-TZVPD).

Atoms and positions in Å:
I: -1.66248 1.42060 -2.34966
H: -0.43737 -0.36166 0.86404
O: -1.34852 0.96509 -0.32615
H: -0.30493 -0.76089 -0.65134
N: 0.07477 1.53896 -3.23304
H: 0.65827 0.87462 -0.15583
I: 1.22907 3.14206 -3.03605
C: -0.17657 0.15531 -0.06154

Output
total energy: -765.09240 hartree
frontier orbital gap (alpha / beta): 7.369 / 7.363 eV
ΔE to the lowest compared entry with this formula, charge and spin: 187.9 kJ/mol

Formally, the Mulliken partial charges of the atoms, in units of the elementary charge, are as follows: 0.68 0.26 -0.56 0.28 -0.52 0.23 0.11 -0.48


(5)
Entry from the Open Molecules 2025 dataset: C52H42KN4OP2S2Si as an isolated structure (wB97M-V/def2-TZVPD).

Atoms and positions in Å:
C: 2.73591 0.39834 3.02401
H: 4.16283 0.10885 -3.63518
C: -0.26247 3.97834 4.27007
H: 0.22410 0.07441 -6.44209
H: 0.67724 3.45109 4.15894
H: 1.57426 2.86185 1.00749
C: 0.15793 -5.76405 1.62581
N: -1.82129 -2.49778 2.73505
H: -0.82353 -2.31184 4.55643
C: -0.86851 3.04961 -0.68299
C: -1.65814 -2.70499 3.99176
C: -1.30487 3.71613 3.38370
C: 1.54001 0.01108 3.61469
C: 0.55208 0.42545 -3.07581
C: 1.56241 2.07818 1.75626
H: 3.22264 -5.03386 3.72841
C: -0.04035 0.31429 -5.41840
H: -0.04282 5.87686 -2.42132
K: -0.10459 -1.62356 0.66729
H: 5.07512 4.82891 -1.85565
H: -3.59181 0.36070 -1.43409
H: 4.29761 0.83243 -0.52658
C: -2.65387 5.34937 4.56420
H: 3.64765 -0.13819 3.25287
H: 2.97438 4.78577 -3.16675
C: 4.82450 2.82066 -1.12709
H: 1.86261 -7.04475 4.22804
N: -4.41214 -3.68791 0.37781
H: 5.05810 -4.07353 -3.72420
H: -0.62309 3.51140 -2.76101
H: -3.58359 1.42730 -0.03640
C: -0.26540 5.24664 -1.56580
H: 3.18732 -4.49481 -2.14336
H: 5.54328 -1.75399 -4.44920
C: -1.63815 1.06983 -3.79038
C: -4.00751 -2.58116 -3.54264
H: 1.57181 2.76341 -3.19345
H: -0.70403 -5.84726 0.98070
C: -5.37272 -3.81130 -1.95862
C: 2.03149 -4.36239 2.10763
C: -3.10626 -2.20726 -2.55041
C: -3.66763 -3.85267 3.23661
C: 3.93929 -0.90126 -3.31234
C: -0.83981 3.61536 0.60894
C: 3.39484 -3.49254 -2.49571
C: 4.01927 1.69418 -1.12438
S: 2.90968 -2.93967 1.79598
S: -2.86525 -3.69459 4.77041
C: 2.48492 2.77487 -2.61361
H: -4.56289 -4.44233 3.14261
H: -5.07936 -4.19154 0.92943
C: -4.47699 -3.43821 -0.97676
C: 2.74286 1.42886 2.09726
C: -2.50541 4.40884 3.55766
H: 5.73551 2.83225 -0.54004
C: -0.52624 4.95957 0.79760
C: 4.44405 -3.25326 -3.37137
P: -1.25814 2.48276 2.00100
H: -2.05176 0.91050 -5.88883
C: 0.88456 0.14149 -4.40257
C: 2.87323 -1.13118 -2.44366
H: -0.20049 -7.47451 2.82929
C: 4.71836 -1.95298 -3.77432
H: 1.52083 -0.83243 4.29267
H: 3.66727 1.71740 1.61115
C: -0.23039 5.77683 -0.28599
C: 2.62242 -2.43980 -2.02852
C: 1.58917 -6.38389 3.41415
H: 1.84999 -2.65297 -1.29862
C: -3.33766 -2.63871 -1.24321
C: -1.60473 5.60147 5.44050
H: -6.23931 -4.42333 -1.73286
H: -0.57714 0.34108 3.71500
N: 0.92268 -4.68383 1.34557
C: -0.58610 3.90779 -1.75092
O: 0.56395 -3.92804 0.35201
H: -5.80526 -3.63994 -4.05938
C: -1.31190 0.78098 -5.10565
C: -5.12291 -3.36861 -3.26240
C: 0.36384 0.66314 3.27994
C: -0.72882 0.90651 -2.73359
C: 3.28138 3.91386 -2.60137
C: 0.45438 -6.63571 2.64137
H: -2.24865 -1.58437 -2.77596
C: -3.17171 1.29096 -1.04028
H: 1.87067 -0.23842 -4.64280
P: 1.77715 0.16355 -1.72384
N: -2.62202 -2.40846 -0.10415
C: -2.95091 -3.13181 2.24430
C: 0.36205 1.70597 2.35171
H: -2.63896 1.42213 -3.56737
H: -3.59294 5.87916 4.67401
C: -3.28002 -3.04175 0.87957
H: -1.71986 6.32749 6.23666
C: 4.45516 3.94033 -1.86487
C: -0.41264 4.90851 5.29236
H: 0.41020 5.09397 5.97316
H: -3.51907 2.12706 -1.65976
H: -0.50865 5.38103 1.79570
Si: -1.25373 1.14689 -0.87450
H: -3.83780 -2.24639 -4.55984
H: -3.33228 4.19962 2.88675
C: 2.34694 -5.27216 3.14115
H: 0.02221 6.81930 -0.12689
C: 2.84249 1.64933 -1.87797

Output
total energy: -4669.58047 hartree
spin multiplicity: 2
frontier orbital gap (alpha / beta): 3.440 / 5.030 eV
charge: -2
<S²>: 0.771
ΔE to the lowest compared entry with this formula, charge and spin: 22.9 kJ/mol

These are the Mulliken partial charges, in e, on atoms 1 to 99: -0.79 0.44 0.09 0.36 0.41 0.37 -0.23 0.20 0.30 0.63 -0.34 -0.25 -0.46 -0.49 -0.36 0.37 -0.80 0.41 1.61 0.34 0.30 0.67 -0.62 0.34 0.34 -0.54 0.33 0.01 0.35 0.37 0.23 -0.77 0.45 0.39 0.09 -0.72 0.20 0.41 -1.27 0.14 -0.24 -0.84 -0.16 0.51 -0.60 -0.63 -0.26 -0.33 -0.53 0.31 0.21 0.35 -0.29 -0.08 0.41 -0.47 -0.51 -0.47 0.34 -0.42 0.15 0.38 -0.63 0.28 0.43 -0.92 -0.71 -0.09 0.45 -0.14 -0.39 0.36 0.30 0.39 -0.31 -0.63 0.35 -0.74 -0.33 -0.57 1.00 -0.52 -0.81 0.41 -1.59 0.29 1.21 0.43 -0.58 1.02 0.28 0.38 -0.01 0.36 -0.61 -0.82 0.39 0.53 0.30